An isolated molecule of C4H6N2O in a non-equilibrium geometry, computed with the ωB97M-V functional and the def2-TZVPD basis.

Computed properties:
- SMILES: Cc1nnoc1C
- Energy above the lowest of the compared OMol25 structures with the same formula, charge and spin: 370.5 kJ/mol
- HOMO: -9.8380 eV
- LUMO energy: 0.7161 eV
- Molecular weight: 98.11 u

```
13
C4H6N2O (the ωB97M-V functional and the def2-TZVPD basis)
O 0.100 1.782 -0.813
N 1.230 0.235 -1.790
N 0.983 1.499 -1.868
C 0.366 -0.324 -0.716
C 0.277 -1.774 -0.338
C -0.782 0.992 1.313
C -0.229 0.698 -0.151
H -0.709 -1.869 -0.530
H 1.009 -2.326 -1.160
H 0.574 -1.927 0.734
H -0.091 1.673 1.893
H -1.877 1.206 1.426
H -0.851 0.136 2.000
```

Here are the natural (NBO) charges for atoms 1 to 4, given in e: -0.305 -0.194 0.106 0.021

=====

An isolated molecule of C4H6N2O in a non-equilibrium geometry, computed with the ωB97M-V functional and the def2-TZVPD basis.

Computed properties:
- SMILES: [H]/N=C1\NC=CCO1
- Energy above the lowest of the compared OMol25 structures with the same formula, charge and spin: 184.5 kJ/mol
- HOMO: -8.6248 eV
- LUMO energy: 0.6358 eV
- Molecular weight: 98.11 u

```
13
C4H6N2O (the ωB97M-V functional and the def2-TZVPD basis)
O 0.901 0.890 -0.633
N 1.617 -0.821 -1.791
N 0.050 -1.217 -0.088
C 0.872 -0.410 -0.866
C -0.962 -0.679 0.679
C -1.001 0.642 0.956
C 0.074 1.527 0.381
H -0.321 2.521 -0.055
H -1.698 -1.368 1.087
H 1.551 -1.874 -1.788
H 0.811 1.881 1.145
H -1.673 1.043 1.659
H -0.222 -2.135 -0.686
```

Here are the natural (NBO) charges for atoms 1 to 4, given in e: -0.478 -0.704 -0.641 0.683

=====

A structure of composition C4H6N2O, computed with the ωB97M-V functional and the def2-TZVPD basis.

Computed properties:
- Energy above the lowest of the compared OMol25 structures with the same formula, charge and spin: 569.7 kJ/mol
- HOMO (alpha / beta): -7.9997 / -8.0005 eV
- LUMO energy (alpha / beta): 0.5015 / 0.5013 eV
- Molecular weight: 98.10 u

```
13
C4H6N2O (the ωB97M-V functional and the def2-TZVPD basis)
O 0.809 -0.677 -1.923
N -0.358 -0.516 -1.568
N 2.248 -0.524 0.587
C 1.223 0.238 0.307
C -0.589 0.057 -0.330
C -1.999 -0.087 0.189
C 0.288 1.111 0.190
H 2.765 -0.438 1.452
H 2.627 -1.103 -0.151
H -2.029 -0.172 1.280
H 0.101 2.161 0.397
H -2.592 0.797 -0.086
H -2.487 -0.965 -0.244
```

Here are the natural (NBO) charges for atoms 1 to 4, given in e: -0.426 0.082 -0.776 0.379

=====

What did the third record say?
A structure of composition C4H6N2O, computed with the ωB97M-V functional and the def2-TZVPD basis.

Computed properties:
- Energy above the lowest of the compared OMol25 structures with the same formula, charge and spin: 569.7 kJ/mol
- HOMO (alpha / beta): -7.9997 / -8.0005 eV
- LUMO energy (alpha / beta): 0.5015 / 0.5013 eV
- Molecular weight: 98.10 u

```
13
C4H6N2O (the ωB97M-V functional and the def2-TZVPD basis)
O 0.809 -0.677 -1.923
N -0.358 -0.516 -1.568
N 2.248 -0.524 0.587
C 1.223 0.238 0.307
C -0.589 0.057 -0.330
C -1.999 -0.087 0.189
C 0.288 1.111 0.190
H 2.765 -0.438 1.452
H 2.627 -1.103 -0.151
H -2.029 -0.172 1.280
H 0.101 2.161 0.397
H -2.592 0.797 -0.086
H -2.487 -0.965 -0.244
```

Here are the natural (NBO) charges for atoms 1 to 4, given in e: -0.426 0.082 -0.776 0.379